1.
{
  "formula": "C34H27N3O7ReS",
  "method": "ωB97M-V/def2-TZVPD",
  "elements": ["Re", "O", "C", "O", "C", "C", "C", "C", "C", "N", "C", "O", "O", "H", "H", "H", "C", "C", "C", "C", "C", "C", "N", "H", "H", "H", "H", "H", "H", "H", "H", "C", "C", "C", "C", "C", "C", "C", "C", "C", "C", "C", "C", "C", "C", "C", "H", "H", "H", "H", "H", "H", "H", "H", "H", "H", "N", "C", "C", "C", "C", "C", "C", "S", "O", "O", "O", "H", "H", "H", "H", "H", "H"],
  "coordinates": [[-1.189, 0.622, 1.252], [-0.743, -1.672, 4.607], [-0.776, -0.773, 3.786], [-1.712, -0.523, 2.925], [0.254, 0.339, 3.800], [1.067, 0.658, 4.872], [1.629, 1.928, 4.930], [1.243, 2.882, 3.994], [0.420, 2.494, 2.955], [0.071, 1.211, 2.798], [-0.422, 3.424, 2.102], [-0.158, 4.615, 2.031], [-1.427, 2.802, 1.583], [1.194, -0.076, 5.656], [2.282, 2.200, 5.750], [1.514, 3.925, 4.076], [-4.250, 1.332, 2.027], [-4.135, 0.581, 0.736], [-5.142, 0.198, -0.109], [-4.534, -0.484, -1.199], [-3.183, -0.487, -0.973], [-2.116, -1.049, -1.856], [-2.915, 0.171, 0.214], [-5.305, 1.507, 2.239], [-3.750, 2.303, 1.989], [-3.828, 0.770, 2.865], [-6.194, 0.391, 0.043], [-5.023, -0.899, -2.068], [-2.274, -2.118, -2.025], [-1.131, -0.931, -1.407], [-2.111, -0.555, -2.830], [0.056, -0.743, 0.795], [1.137, -1.364, 0.579], [2.277, -2.030, 0.295], [3.120, -2.567, 1.382], [3.990, -3.645, 1.187], [4.746, -4.155, 2.232], [4.653, -3.605, 3.503], [3.786, -2.539, 3.714], [3.034, -2.029, 2.671], [2.660, -2.230, -1.123], [3.989, -2.150, -1.550], [4.318, -2.290, -2.890], [3.326, -2.513, -3.837], [2.002, -2.590, -3.427], [1.674, -2.452, -2.088], [4.059, -4.104, 0.209], [5.404, -4.997, 2.053], [5.242, -4.005, 4.319], [3.690, -2.101, 4.701], [2.356, -1.203, 2.842], [4.769, -1.955, -0.824], [5.353, -2.209, -3.199], [3.582, -2.615, -4.884], [1.216, -2.751, -4.155], [0.640, -2.501, -1.769], [-0.323, 1.663, -0.542], [-1.017, 1.966, -1.793], [-0.375, 1.689, -2.993], [-0.988, 2.003, -4.194], [-2.241, 2.604, -4.199], [-2.879, 2.865, -2.996], [-2.271, 2.547, -1.785], [-2.978, 3.061, -5.776], [-4.334, 3.476, -5.450], [-2.891, 1.846, -6.577], [-2.122, 4.139, -6.257], [0.493, 1.101, -0.772], [0.025, 2.551, -0.182], [0.602, 1.215, -2.985], [-0.505, 1.785, -5.137], [-3.864, 3.311, -3.019], [-2.771, 2.734, -0.844]],
  "atomic_forces_ev_per_a": [[0.139, -0.099, -0.254], [-0.004, -0.007, 0.014], [-0.006, 0.028, -0.036], [0.022, -0.124, 0.043], [0.003, 0.046, -0.002], [0.010, -0.010, -0.003], [0.004, -0.006, -0.003], [0.002, -0.002, -0.011], [0.026, -0.022, -0.007], [-0.001, 0.024, 0.166], [-0.024, -0.020, -0.001], [0.000, -0.001, 0.012], [0.030, 0.113, -0.016], [-0.002, 0.002, 0.002], [-0.004, 0.001, 0.003], [0.002, 0.000, -0.002], [-0.010, -0.019, 0.015], [0.024, 0.056, -0.055], [-0.002, -0.008, -0.005], [-0.006, -0.014, 0.003], [0.027, 0.016, 0.004], [-0.008, -0.066, 0.000], [-0.050, -0.016, 0.046], [-0.001, 0.000, -0.004], [0.006, -0.001, 0.001], [0.002, -0.002, 0.000], [-0.001, 0.000, 0.001], [0.000, 0.004, 0.000], [0.007, -0.028, 0.005], [-0.004, 0.001, 0.013], [0.005, 0.007, 0.007], [-0.162, 0.157, 0.144], [0.066, -0.083, -0.068], [-0.025, -0.024, -0.007], [-0.003, -0.004, 0.007], [-0.012, -0.011, -0.002], [-0.001, -0.002, 0.010], [-0.001, -0.001, -0.011], [0.000, 0.004, -0.002], [0.000, 0.025, 0.016], [0.001, 0.027, -0.013], [0.002, -0.002, 0.016], [-0.006, 0.001, -0.013], [0.011, 0.002, 0.007], [-0.010, 0.015, -0.010], [-0.014, 0.040, 0.003], [0.001, 0.006, -0.002], [0.001, 0.000, 0.001], [0.000, 0.000, 0.000], [0.001, -0.005, 0.001], [0.001, -0.008, -0.002], [-0.001, -0.005, -0.001], [0.000, -0.001, 0.000], [0.000, 0.001, -0.001], [-0.002, 0.000, 0.003], [-0.004, -0.007, -0.009], [-0.042, 0.037, -0.008], [0.019, -0.008, -0.010], [-0.001, -0.002, -0.001], [0.002, -0.007, -0.003], [-0.002, 0.006, 0.003], [0.000, -0.005, -0.001], [0.006, 0.007, -0.006], [-0.003, -0.003, 0.001], [0.003, -0.002, -0.001], [0.001, 0.001, 0.001], [0.000, -0.001, 0.000], [-0.003, -0.005, 0.007], [-0.013, 0.003, 0.010], [0.004, 0.000, 0.000], [0.001, 0.001, -0.001], [0.001, -0.001, 0.001], [-0.004, 0.000, 0.003]],
  "multiplicity": 2,
  "total_charge": -2,
  "gap_ev": [6.1, 6.0],
  "e_above_lowest_kcal_mol": 8.72
}

2.
{
  "formula": "C34H27N4OPd",
  "method": "ωB97M-V/def2-TZVPD",
  "elements": ["Pd", "C", "C", "N", "N", "C", "O", "C", "C", "C", "C", "C", "C", "C", "C", "C", "C", "C", "N", "H", "H", "H", "H", "H", "H", "H", "H", "H", "H", "H", "H", "C", "C", "C", "N", "C", "C", "H", "H", "H", "H", "H", "C", "C", "C", "C", "C", "C", "C", "C", "C", "C", "C", "C", "C", "C", "C", "H", "H", "H", "H", "H", "H", "H", "H", "H", "H"],
  "coordinates": [[0.007, 0.144, 0.359], [-0.459, 4.277, 1.156], [-0.518, 2.791, 1.086], [0.168, 2.081, 0.262], [1.084, 2.595, -0.611], [1.680, 1.599, -1.246], [1.445, 0.346, -1.057], [2.718, 1.948, -2.249], [3.060, 3.276, -2.495], [4.026, 3.575, -3.442], [4.653, 2.555, -4.143], [4.310, 1.231, -3.903], [3.345, 0.927, -2.957], [-1.370, 1.984, 2.000], [-2.293, 2.547, 2.859], [-3.018, 1.718, 3.709], [-2.797, 0.356, 3.678], [-1.872, -0.148, 2.774], [-1.185, 0.641, 1.958], [0.300, 4.639, 0.469], [-0.214, 4.606, 2.167], [-1.420, 4.717, 0.882], [2.566, 4.061, -1.941], [4.285, 4.607, -3.638], [5.410, 2.792, -4.880], [4.787, 0.438, -4.463], [3.059, -0.098, -2.765], [-2.445, 3.616, 2.856], [-3.749, 2.140, 4.386], [-3.330, -0.317, 4.334], [-1.665, -1.207, 2.689], [-5.123, -0.047, -0.358], [-4.465, 1.122, -0.706], [-3.102, 1.064, -0.954], [-2.384, -0.054, -0.855], [-3.033, -1.176, -0.544], [-4.395, -1.225, -0.291], [-6.187, -0.044, -0.160], [-4.994, 2.061, -0.792], [-2.558, 1.954, -1.257], [-2.428, -2.075, -0.500], [-4.870, -2.166, -0.051], [0.422, -1.792, 0.661], [1.147, -2.662, 1.147], [2.079, -3.527, 1.658], [3.320, -3.715, 0.926], [3.768, -2.707, 0.056], [4.925, -2.891, -0.673], [5.626, -4.088, -0.570], [5.184, -5.098, 0.276], [4.042, -4.912, 1.031], [1.826, -4.176, 2.938], [2.874, -4.416, 3.836], [2.605, -4.927, 5.093], [1.298, -5.227, 5.453], [0.252, -5.011, 4.561], [0.511, -4.474, 3.317], [3.208, -1.783, -0.022], [5.281, -2.106, -1.325], [6.519, -4.239, -1.163], [5.728, -6.031, 0.339], [3.681, -5.705, 1.671], [3.888, -4.160, 3.560], [3.412, -5.084, 5.795], [1.091, -5.630, 6.436], [-0.761, -5.263, 4.843], [-0.291, -4.305, 2.610]],
  "atomic_forces_ev_per_a": [[0.701, -0.440, -0.208], [0.042, 0.020, -0.020], [-0.271, -0.079, 0.140], [0.105, 0.184, 0.128], [-0.291, -0.137, 0.027], [0.167, 0.100, -0.096], [-0.202, -0.050, 0.016], [-0.082, -0.056, 0.065], [0.020, 0.015, 0.004], [-0.021, 0.005, 0.012], [0.009, -0.002, -0.008], [-0.023, -0.002, 0.009], [0.015, -0.010, -0.025], [0.225, 0.176, -0.236], [-0.071, -0.030, 0.123], [0.018, 0.086, -0.069], [0.060, -0.066, -0.023], [-0.065, 0.041, 0.035], [-0.159, -0.051, -0.155], [-0.007, 0.010, -0.003], [-0.011, -0.010, 0.006], [-0.008, -0.015, 0.004], [-0.004, 0.005, -0.015], [0.017, -0.002, 0.015], [-0.013, 0.001, -0.010], [0.015, 0.000, 0.014], [-0.004, 0.003, -0.011], [0.009, 0.001, 0.044], [0.016, 0.011, 0.007], [-0.004, -0.007, -0.016], [-0.025, -0.008, -0.007], [-0.005, 0.008, -0.021], [-0.007, -0.015, 0.010], [0.041, 0.019, 0.000], [-0.204, 0.001, -0.131], [0.037, -0.012, 0.005], [-0.001, 0.004, 0.005], [0.001, 0.000, -0.001], [-0.003, -0.004, -0.020], [0.009, 0.013, 0.064], [-0.003, 0.000, 0.031], [0.003, 0.000, 0.005], [0.205, 0.685, 0.595], [-0.331, -0.406, -0.239], [0.170, -0.017, 0.012], [-0.045, 0.020, -0.007], [0.019, -0.026, -0.015], [-0.013, 0.013, 0.017], [0.010, -0.018, -0.016], [-0.008, 0.014, 0.006], [0.014, 0.007, 0.011], [-0.025, 0.045, -0.051], [0.003, -0.017, 0.013], [0.000, -0.004, -0.030], [-0.002, -0.007, 0.011], [0.006, -0.018, -0.020], [-0.013, -0.008, 0.017], [-0.006, -0.008, -0.015], [-0.005, -0.007, -0.007], [0.012, 0.011, 0.022], [-0.004, -0.002, -0.007], [-0.010, -0.013, -0.019], [-0.002, 0.033, 0.018], [-0.002, -0.007, 0.000], [0.002, -0.008, -0.006], [0.002, -0.001, 0.002], [-0.003, 0.035, 0.013]],
  "multiplicity": 1,
  "total_charge": 1,
  "gap_ev": 6.1,
  "e_above_lowest_kcal_mol": 2.23
}

3.
{
  "formula": "C34H27N7O6PY",
  "method": "ωB97M-V/def2-TZVPD",
  "elements": ["Y", "O", "C", "O", "C", "C", "C", "C", "C", "N", "C", "O", "O", "H", "H", "H", "H", "H", "O", "C", "O", "C", "C", "C", "C", "C", "C", "P", "C", "C", "C", "C", "C", "C", "C", "C", "C", "C", "C", "C", "H", "H", "H", "H", "H", "H", "H", "H", "H", "H", "H", "H", "H", "H", "N", "C", "N", "C", "N", "N", "C", "N", "C", "C", "C", "C", "C", "N", "H", "H", "H", "H", "H", "H", "H", "H"],
  "coordinates": [[0.721, 1.319, -0.110], [1.690, -2.080, -2.880], [1.581, -0.933, -2.283], [1.487, -0.769, -1.072], [1.564, 0.249, -3.202], [1.600, 0.199, -4.586], [1.535, 1.403, -5.271], [1.425, 2.595, -4.564], [1.391, 2.536, -3.181], [1.473, 1.385, -2.533], [1.250, 3.687, -2.215], [1.119, 4.914, -2.644], [1.274, 3.458, -1.020], [1.514, -2.820, -2.271], [1.670, -0.749, -5.101], [1.562, 1.417, -6.352], [1.363, 3.530, -5.106], [1.101, 5.008, -3.604], [-1.202, 2.521, 0.409], [-1.757, 1.918, -0.564], [-1.078, 1.652, -1.597], [-3.108, 1.318, -0.383], [-4.282, 2.034, -0.556], [-5.499, 1.406, -0.350], [-5.537, 0.073, 0.037], [-4.359, -0.637, 0.218], [-3.126, -0.026, 0.005], [-1.522, -0.887, 0.240], [-1.404, -1.999, -1.206], [-0.810, -3.258, -1.085], [-0.672, -4.080, -2.198], [-1.108, -3.645, -3.444], [-1.682, -2.388, -3.573], [-1.832, -1.566, -2.462], [-1.715, -2.005, 1.655], [-0.996, -1.729, 2.816], [-1.127, -2.539, 3.935], [-1.971, -3.637, 3.896], [-2.675, -3.935, 2.736], [-2.546, -3.128, 1.617], [-4.243, 3.077, -0.846], [-6.419, 1.958, -0.483], [-6.488, -0.416, 0.204], [-4.409, -1.669, 0.537], [-0.486, -3.609, -0.112], [-0.251, -5.071, -2.087], [-1.017, -4.295, -4.305], [-2.041, -2.053, -4.539], [-2.303, -0.596, -2.569], [-0.332, -0.878, 2.837], [-0.567, -2.314, 4.834], [-2.076, -4.271, 4.767], [-3.323, -4.802, 2.702], [-3.076, -3.385, 0.708], [-0.955, 1.859, 3.085], [0.316, 1.567, 3.346], [0.631, 1.361, 4.619], [1.912, 1.118, 4.877], [2.274, 0.888, 6.133], [2.889, 1.078, 3.935], [2.486, 1.247, 2.710], [1.212, 1.463, 2.307], [3.549, 1.219, 1.660], [4.881, 1.106, 2.020], [5.848, 1.117, 1.030], [5.449, 1.239, -0.291], [4.101, 1.337, -0.565], [3.156, 1.327, 0.381], [-1.558, 1.972, 3.883], [-1.261, 2.191, 2.178], [1.588, 0.944, 6.867], [3.241, 0.729, 6.355], [5.131, 1.020, 3.066], [6.896, 1.036, 1.286], [6.169, 1.260, -1.097], [3.759, 1.433, -1.587]],
  "atomic_forces_ev_per_a": [[0.326, 0.087, 0.006], [0.096, 0.053, -0.144], [-0.108, 0.037, 0.075], [-0.102, -0.052, -0.060], [0.040, 0.009, -0.047], [0.001, -0.056, -0.022], [-0.001, 0.026, -0.038], [-0.014, 0.010, -0.035], [-0.009, 0.083, -0.017], [-0.026, -0.073, 0.211], [0.086, -0.089, -0.041], [-0.007, 0.124, 0.115], [-0.044, 0.060, 0.004], [-0.050, -0.053, 0.111], [-0.001, 0.010, -0.002], [0.001, -0.006, 0.006], [0.006, 0.003, 0.008], [0.014, -0.054, -0.083], [0.133, -0.159, -0.138], [-0.274, 0.063, 0.045], [0.078, -0.115, 0.098], [-0.032, 0.000, -0.010], [0.073, 0.087, -0.015], [-0.053, -0.053, 0.020], [0.030, -0.007, -0.001], [-0.009, 0.024, -0.020], [-0.055, -0.122, 0.041], [0.166, 0.166, 0.012], [-0.028, -0.020, -0.018], [0.001, 0.035, -0.019], [0.011, -0.006, 0.078], [-0.031, 0.020, -0.039], [-0.006, 0.001, 0.005], [0.027, -0.052, 0.040], [-0.018, -0.007, -0.071], [-0.095, -0.062, -0.058], [0.031, 0.026, 0.021], [0.008, 0.007, 0.001], [-0.025, -0.016, -0.031], [0.029, 0.020, 0.044], [-0.012, -0.012, 0.003], [0.012, -0.006, -0.004], [0.012, 0.017, 0.000], [-0.008, 0.031, -0.005], [0.016, -0.028, -0.033], [-0.003, 0.012, 0.007], [-0.005, 0.018, 0.003], [0.001, -0.004, 0.010], [0.001, 0.007, -0.005], [0.054, 0.056, 0.049], [-0.009, -0.004, -0.016], [0.001, 0.006, -0.008], [0.008, 0.011, -0.001], [0.000, -0.017, 0.021], [0.029, 0.001, 0.043], [0.043, -0.001, 0.001], [0.051, 0.032, 0.073], [-0.151, -0.081, -0.022], [0.024, 0.013, 0.020], [0.141, -0.001, 0.014], [-0.092, 0.036, -0.032], [-0.134, -0.025, -0.165], [-0.081, 0.013, -0.088], [0.030, -0.003, 0.073], [-0.015, 0.003, -0.003], [0.105, -0.008, 0.024], [-0.094, 0.022, -0.031], [-0.071, -0.002, 0.045], [-0.011, -0.019, 0.018], [0.002, -0.016, -0.014], [-0.002, 0.005, -0.003], [0.005, 0.005, -0.007], [0.010, -0.002, -0.003], [-0.002, 0.000, 0.005], [-0.012, 0.001, -0.003], [-0.007, -0.003, 0.004]],
  "multiplicity": 1,
  "total_charge": 2,
  "gap_ev": 7.3
}